Record 1
The following is a DFT calculation (ωB97M-V/def2-TZVPD) of C36H28N2O6PtTe as an isolated structure at a distorted geometry.

Last column: Löwdin spin population.
Atoms and positions in Å:
Pt: 1.01 -1.25 -1.98  0.593
O: -0.12 -5.14 -2.06  0.080
C: 0.50 -3.96 -1.98  0.226
O: -0.21 -2.89 -2.20  0.140
C: 1.88 -3.91 -1.70  0.129
C: 2.79 -4.93 -1.35  0.077
C: 4.08 -4.58 -1.03  0.043
C: 4.50 -3.22 -1.04  0.136
C: 3.59 -2.27 -1.40  0.021
N: 2.36 -2.64 -1.74  0.180
C: 3.76 -0.77 -1.45  0.001
O: 4.82 -0.25 -1.22  0.003
O: 2.65 -0.10 -1.77  0.025
H: -1.06 -4.96 -2.16  0.002
H: 2.46 -5.96 -1.32  0.004
H: 4.79 -5.35 -0.75  0.000
H: 5.51 -2.91 -0.78  0.007
C: -3.79 0.61 2.91  0.001
C: -2.61 0.14 2.10  0.008
C: -1.61 -0.66 2.65  0.000
C: -0.52 -1.09 1.92  0.015
C: 0.42 -2.10 2.50  0.002
O: 0.76 -3.07 1.86  0.001
C: 0.90 -1.93 3.92  0.000
C: 0.89 -0.70 4.57  0.000
C: 1.38 -0.59 5.87  0.000
C: 1.87 -1.71 6.52  0.000
C: 1.90 -2.94 5.87  0.000
C: 1.42 -3.05 4.57  0.000
C: -0.32 -0.64 0.58  0.014
O: 0.83 -0.90 0.05  0.225
C: -1.36 0.12 -0.02  0.008
C: -2.47 0.47 0.77  -0.001
C: -1.36 0.52 -1.44  0.001
N: -0.50 0.11 -2.31  0.021
C: -0.62 0.46 -3.76  0.018
C: -0.26 1.88 -4.15  0.001
Te: 1.76 2.44 -3.75  0.005
C: 1.37 3.24 -1.84  0.000
C: 1.51 2.43 -0.71  0.000
C: 1.23 2.96 0.55  0.000
C: 0.84 4.29 0.68  0.000
C: 0.72 5.10 -0.45  0.000
C: 0.99 4.57 -1.71  0.000
C: -2.46 1.45 -1.86  0.001
C: -2.40 2.77 -1.42  0.000
C: -3.36 3.67 -1.85  0.000
C: -4.39 3.26 -2.69  0.000
C: -4.47 1.93 -3.08  0.000
C: -3.50 1.03 -2.67  0.000
H: -3.73 0.25 3.94  0.000
H: -4.74 0.25 2.49  0.000
H: -3.84 1.70 2.95  0.000
H: -1.72 -1.01 3.67  0.000
H: 0.53 0.18 4.05  0.000
H: 1.37 0.37 6.36  0.000
H: 2.25 -1.63 7.53  0.000
H: 2.30 -3.81 6.37  0.000
H: 1.44 -3.99 4.04  0.000
H: -3.29 1.03 0.31  0.000
H: -1.64 0.25 -4.08  0.002
H: 0.02 -0.23 -4.29  0.012
H: -0.89 2.62 -3.67  0.000
H: -0.39 1.97 -5.23  0.000
H: 1.82 1.40 -0.81  0.000
H: 1.32 2.33 1.42  0.000
H: 0.64 4.70 1.66  0.000
H: 0.43 6.13 -0.35  0.000
H: 0.90 5.20 -2.59  0.000
H: -1.61 3.08 -0.75  0.000
H: -3.30 4.70 -1.52  0.000
H: -5.13 3.97 -3.03  0.000
H: -5.28 1.60 -3.72  0.000
H: -3.58 -0.02 -2.96  0.000

Charge = 0
ΔE to the lowest compared entry with this formula, charge and spin = 48.7 kJ/mol
Energy = -2336.903004 a.u.
Kohn-Sham gap (spin up / spin down) = 6.182 / 6.473 eV
Multiplicity = 3
E_LUMO (spin up / spin down) = -0.1383 / -1.1902 eV

***

Record 2
The following is a DFT calculation (ωB97M-V/def2-TZVPD) of one molecule with the formula CH4N4OS at a distorted geometry.

Last column: Löwdin charge in e.
Atoms and positions in Å:
C: -0.38 1.11 -0.45  -0.384
N: 0.71 -1.91 0.56  -0.112
N: 0.62 -1.49 1.70  -0.349
N: -0.06 -1.31 -0.41  -0.063
N: -0.77 -0.17 0.11  -0.384
O: 0.77 1.70 0.07  -0.129
S: -0.40 -0.18 1.85  0.912
H: -0.32 0.86 -1.64  0.169
H: -1.20 1.71 -0.27  0.078
H: 1.62 1.57 -0.54  0.168
H: -0.60 -1.90 -0.97  0.094

Charge = 0
ΔE to the lowest compared entry with this formula, charge and spin = 113.4 kJ/mol
Energy = -732.813203 a.u.
Kohn-Sham gap = 8.950 eV
SMILES = OCN1NN=NS1
E_LUMO = 0.6857 eV

***

Record 3
The following is a DFT calculation (ωB97M-V/def2-TZVPD) of an isolated ion of composition C4H10O2PS and charge +1 at a distorted geometry.

Last column: Löwdin charge in e.
Atoms and positions in Å:
C: 1.72 0.33 1.23  -0.250
C: 2.47 0.92 0.04  -0.566
C: -1.99 0.12 -2.21  -0.102
C: -1.50 -1.93 0.58  -0.100
O: 0.40 0.01 0.85  -0.295
O: -1.07 0.17 -1.09  -0.329
P: -0.21 -0.90 -0.25  0.923
S: 2.77 -0.26 -1.27  0.812
H: 2.23 -0.58 1.54  0.124
H: 1.66 1.07 2.03  0.150
H: 1.89 1.69 -0.43  0.071
H: 3.41 1.33 0.37  0.095
H: -3.11 -0.01 -1.97  0.110
H: -1.74 -0.68 -2.94  0.090
H: -2.08 1.06 -2.90  0.125
H: -1.45 -1.66 1.58  0.041
H: -1.14 -2.88 0.42  0.022
H: -2.53 -1.80 0.23  0.081

Charge = +1
ΔE to the lowest compared entry with this formula, charge and spin = 274.6 kJ/mol
Energy = -1048.067627 a.u.
Kohn-Sham gap (spin up / spin down) = 5.659 / 5.760 eV
E_LUMO (spin up / spin down) = -7.5116 / -7.5137 eV

***

Record 4
The following is a DFT calculation (ωB97M-V/def2-TZVPD) of C7H6F3IrO3S as an isolated structure.

Last column: Löwdin charge in e.
Atoms and positions in Å:
Ir: -0.02 -0.03 -0.06  1.555
C: 0.16 -2.10 -0.55  -0.081
C: 1.26 -1.42 -1.14  -0.056
C: 1.04 -0.33 -2.00  -0.062
C: -0.29 0.08 -2.27  -0.068
C: -1.40 -0.63 -1.73  -0.067
C: -1.18 -1.73 -0.89  -0.048
H: 0.33 -2.85 0.21  0.168
H: 2.27 -1.65 -0.80  0.168
H: 1.87 0.26 -2.37  0.162
H: -0.47 0.99 -2.83  0.163
H: -2.41 -0.27 -1.90  0.161
H: -2.01 -2.21 -0.38  0.167
F: -0.42 2.20 0.62  0.009
C: -0.14 2.36 2.01  -0.618
F: 0.81 3.23 2.12  0.259
F: -1.23 2.71 2.60  0.259
S: 0.40 0.65 2.45  0.712
O: -0.76 -0.13 1.85  -0.347
O: 0.77 0.45 3.78  -0.088
O: 1.42 0.43 1.32  -0.348

Charge = +2
Energy = -1297.430665 a.u.
Kohn-Sham gap = 9.281 eV
E_LUMO = -10.5786 eV

***

Record 5
The following is a DFT calculation (ωB97M-V/def2-TZVPD) of C27H35N4O4 as an isolated structure at a distorted geometry.

Last column: Löwdin charge in e.
Atoms and positions in Å:
O: -5.34 -1.43 0.48  -0.051
C: -4.14 -1.66 -0.07  -0.464
N: -3.34 -2.55 0.37  0.165
C: -2.06 -2.80 0.08  -0.341
C: -1.25 -1.88 0.25  -0.095
C: 0.00 -1.78 0.05  -0.063
C: 0.51 -2.94 -0.46  -0.096
C: -0.27 -3.89 -0.94  0.025
C: -1.64 -3.88 -0.58  0.104
H: -2.17 -4.80 -0.70  0.136
H: 0.11 -4.60 -1.26  0.010
C: 1.90 -2.86 -1.23  -0.145
C: 2.89 -1.88 -1.26  -0.115
C: 3.11 -1.14 0.29  -0.199
C: 4.28 -1.42 0.80  0.077
C: 4.36 -1.04 2.37  -0.061
C: 3.39 -0.62 2.98  -0.195
C: 2.10 -0.34 2.35  0.063
C: 2.13 -0.54 0.87  -0.207
N: 0.75 -0.45 0.38  0.128
C: 0.22 0.70 -0.15  -0.258
O: -0.97 0.95 -0.41  -0.009
C: 1.16 2.02 0.26  -0.126
N: 2.39 1.76 -0.24  -0.128
C: 3.55 2.61 -0.04  -0.105
H: 3.59 2.33 1.27  0.202
C: 4.88 1.65 -0.34  -0.231
H: 5.62 2.80 -0.60  0.189
O: 4.57 1.01 -1.37  -0.107
C: 3.87 1.68 -2.34  -0.184
H: 4.31 2.79 -2.73  0.192
C: 2.39 1.92 -1.97  0.002
H: 1.73 1.30 -2.27  0.023
H: 2.06 2.85 -2.09  0.067
H: 3.77 1.02 -3.30  0.154
H: 5.36 1.36 0.43  0.029
H: 3.53 3.52 -0.19  0.016
H: 0.64 2.83 0.10  0.063
H: 1.28 2.06 1.30  0.102
H: 1.18 0.25 2.89  0.166
H: 3.53 -0.25 4.12  0.166
H: 5.23 -1.07 3.00  0.106
H: 5.03 -1.88 0.43  0.048
H: 3.77 -2.06 -1.59  0.045
H: 2.27 -0.86 -1.80  0.186
H: 2.12 -3.43 -2.15  0.123
H: 2.59 -3.82 -0.47  0.219
H: -1.54 -1.00 0.98  0.201
H: -3.89 -3.19 0.95  0.208
C: -3.90 -0.81 -1.23  -0.096
H: -4.12 -1.37 -2.20  0.176
C: -4.29 0.59 -1.39  -0.078
N: -3.32 1.53 -0.59  -0.025
C: -3.81 1.31 1.04  -0.012
H: -3.67 0.30 1.41  0.122
H: -4.87 1.81 1.27  0.201
C: -2.98 2.26 1.68  -0.283
O: -3.15 3.66 1.35  -0.094
C: -2.70 3.85 -0.04  -0.007
H: -2.70 4.80 -0.03  0.065
C: -3.57 2.81 -1.02  -0.076
H: -3.28 2.95 -1.89  0.051
H: -4.62 3.20 -0.89  0.182
H: -1.83 3.43 -0.11  0.042
H: -3.23 2.22 2.83  0.181
H: -1.88 1.90 1.69  0.150
H: -2.49 1.11 -0.52  0.004
H: -4.21 1.04 -2.24  0.055
H: -5.48 0.47 -0.92  0.229
H: -2.63 -0.81 -0.93  0.178

Charge = +1
ΔE to the lowest compared entry with this formula, charge and spin = 2550.9 kJ/mol
Energy = -1568.683045 a.u.
Kohn-Sham gap = 8.711 eV
E_LUMO = -2.2777 eV

***

Record 6
The following is a DFT calculation (ωB97M-V/def2-TZVPD) of one molecule with the formula C6H8S at a distorted geometry.

Last column: Löwdin charge in e.
Atoms and positions in Å:
C: 0.77 0.13 0.21  -0.435
C: 0.26 -1.10 0.28  -0.046
C: -0.30 1.16 -0.27  -0.109
C: -1.21 -1.12 0.07  -0.212
C: -1.62 0.31 -0.11  -0.205
C: 2.03 0.58 0.48  -0.468
S: 3.31 -0.19 -0.20  0.790
H: -0.49 1.96 0.39  0.090
H: -0.08 1.45 -1.28  0.102
H: -1.46 -1.66 -0.84  0.111
H: -1.91 -1.40 0.93  0.130
H: -2.14 0.69 0.80  0.113
H: -2.14 0.50 -1.09  0.121
H: 0.61 -2.04 0.39  0.072
H: 4.39 0.72 0.24  -0.054

Charge = 0
ΔE to the lowest compared entry with this formula, charge and spin = 355.1 kJ/mol
Energy = -631.455914 a.u.
Kohn-Sham gap = 7.648 eV
E_LUMO = -0.1364 eV